Record 1
{"formula": "C18H20FeN2O6S", "method": "ωB97M-V/def2-TZVPD", "total_charge": 0, "e_above_lowest_kcal_mol": 0.00, "multiplicity": 5, "symbols": ["C", "O", "C", "C", "C", "C", "C", "C", "Fe", "C", "O", "C", "O", "C", "O", "H", "H", "H", "H", "H", "H", "H", "H", "H", "C", "C", "N", "C", "O", "C", "C", "O", "N", "C", "C", "C", "S", "H", "H", "H", "H", "H", "H", "H", "H", "H", "H", "H"], "coordinates": [[4.606, 2.985, -1.115], [4.191, 1.945, -2.005], [2.949, 1.329, -1.947], [2.812, -0.026, -1.483], [1.556, -0.289, -0.671], [0.376, 0.181, -1.433], [0.589, 1.080, -2.462], [1.803, 1.814, -2.647], [2.470, 0.036, -3.535], [2.672, -1.688, -3.464], [2.750, -2.846, -3.568], [3.990, 0.251, -4.345], [4.895, 0.100, -5.061], [1.465, -0.030, -4.982], [0.943, -0.387, -5.957], [5.547, 3.334, -1.546], [3.866, 3.799, -1.086], [4.783, 2.572, -0.111], [3.719, -0.543, -1.152], [1.456, -1.350, -0.386], [1.627, 0.253, 0.296], [-0.526, -0.428, -1.438], [-0.264, 1.361, -3.094], [1.850, 2.737, -3.232], [-4.156, -3.031, 1.411], [-2.653, -3.057, 1.437], [-2.051, -1.692, 1.579], [-1.874, -0.958, 0.379], [-2.146, -1.527, -0.703], [-1.356, 0.355, 0.470], [-1.452, 1.005, 1.725], [-1.439, 2.241, 1.868], [-1.567, 0.180, 2.877], [-1.647, 0.888, 4.196], [-3.038, 1.340, 4.550], [-2.056, -1.116, 2.834], [-2.720, -1.887, 4.174], [-4.511, -4.047, 1.218], [-4.559, -2.695, 2.371], [-4.515, -2.383, 0.606], [-2.290, -3.605, 2.313], [-2.246, -3.472, 0.512], [-1.474, 1.001, -0.394], [-1.291, 0.150, 4.923], [-0.959, 1.734, 4.121], [-2.992, 1.863, 5.510], [-3.415, 2.035, 3.795], [-3.722, 0.491, 4.654]]}


Record 2
{"formula": "HNO", "method": "ωB97M-V/def2-TZVPD", "total_charge": 0, "e_above_lowest_kcal_mol": 0.17, "multiplicity": 1, "smiles": "N=O", "symbols": ["N", "O", "H"], "coordinates": [[0.424, -0.076, 0.379], [-0.519, -0.008, -0.344], [1.183, 0.596, 0.094]]}


Record 3
{"formula": "C44H64N8O9", "method": "ωB97M-V/def2-TZVPD", "total_charge": 0, "total_energy_ha": -2830.112972, "multiplicity": 1, "smiles": "CCOC(=O)OC.CCOC(=O)OC.CCOC(=O)OC.c1cc[nH]c1.c1cc[nH]c1.c1cc[nH]c1.c1cc[nH]c1.c1cc[nH]c1.c1cc[nH]c1.c1cc[nH]c1.c1cc[nH]c1", "symbols": ["C", "C", "O", "C", "O", "O", "C", "H", "H", "H", "H", "H", "H", "H", "H", "C", "C", "O", "C", "O", "O", "C", "H", "H", "H", "H", "H", "H", "H", "H", "C", "C", "O", "C", "O", "O", "C", "H", "H", "H", "H", "H", "H", "H", "H", "C", "C", "C", "N", "C", "H", "H", "H", "H", "H", "C", "C", "C", "N", "C", "H", "H", "H", "H", "H", "C", "C", "C", "N", "C", "H", "H", "H", "H", "H", "C", "C", "C", "N", "C", "H", "H", "H", "H", "H", "C", "C", "C", "N", "C", "H", "H", "H", "H", "H", "C", "C", "C", "N", "C", "H", "H", "H", "H", "H", "C", "C", "C", "N", "C", "H", "H", "H", "H", "H", "C", "C", "C", "N", "C", "H", "H", "H", "H", "H"], "coordinates": [[-4.154, 0.613, 3.575], [-4.122, -0.120, 2.247], [-5.209, -1.040, 2.237], [-5.203, -1.999, 1.330], [-4.302, -2.194, 0.535], [-6.296, -2.669, 1.412], [-6.323, -3.868, 0.561], [-5.025, 1.315, 3.616], [-3.241, 1.124, 3.717], [-4.294, -0.119, 4.379], [-3.186, -0.676, 2.135], [-4.283, 0.571, 1.415], [-7.334, -4.171, 0.628], [-5.669, -4.646, 0.919], [-6.179, -3.522, -0.464], [-3.705, -2.808, 5.316], [-2.678, -3.893, 5.190], [-1.879, -3.736, 3.959], [-2.366, -4.101, 2.752], [-3.446, -4.626, 2.540], [-1.431, -3.834, 1.850], [-1.800, -4.263, 0.497], [-4.321, -2.965, 6.189], [-4.381, -2.835, 4.446], [-3.133, -1.835, 5.435], [-3.172, -4.868, 5.144], [-1.862, -3.919, 5.961], [-1.847, -5.380, 0.528], [-0.960, -4.005, -0.137], [-2.743, -3.834, 0.222], [6.933, 0.011, 2.458], [6.255, -1.391, 2.599], [5.043, -1.333, 3.370], [3.924, -1.085, 2.701], [3.856, -0.321, 1.725], [2.905, -1.640, 3.325], [1.572, -1.329, 2.767], [7.878, -0.047, 1.900], [7.261, 0.407, 3.372], [6.210, 0.670, 1.903], [6.896, -2.078, 3.159], [6.039, -1.705, 1.565], [1.471, -0.264, 2.580], [0.839, -1.600, 3.526], [1.406, -1.862, 1.856], [-0.537, 0.390, -0.490], [-0.753, -0.942, -0.891], [0.458, -1.521, -1.171], [1.446, -0.580, -0.987], [0.856, 0.581, -0.557], [-1.307, 1.011, -0.090], [-1.730, -1.473, -0.879], [0.569, -2.603, -1.307], [2.431, -0.661, -1.051], [1.552, 1.394, -0.302], [0.166, -0.339, -5.467], [1.276, 0.531, -5.925], [1.531, 1.432, -4.917], [0.665, 1.144, -3.888], [-0.072, -0.003, -4.131], [-0.175, -1.248, -6.005], [1.863, 0.483, -6.794], [2.262, 2.226, -4.861], [0.699, 1.552, -2.986], [-0.813, -0.272, -3.352], [3.930, -0.703, -3.286], [4.447, -1.804, -2.487], [4.754, -1.286, -1.280], [4.564, 0.054, -1.309], [4.037, 0.458, -2.563], [3.541, -0.657, -4.295], [4.349, -2.866, -2.691], [5.170, -1.860, -0.455], [4.699, 0.683, -0.511], [3.669, 1.455, -2.652], [-4.378, 5.668, 1.889], [-3.643, 4.455, 1.765], [-4.037, 3.750, 0.650], [-4.955, 4.584, 0.015], [-5.202, 5.721, 0.733], [-4.279, 6.374, 2.699], [-3.009, 4.079, 2.542], [-3.669, 2.840, 0.101], [-5.608, 4.242, -0.672], [-5.962, 6.421, 0.385], [-4.064, -0.501, -2.694], [-4.215, 0.939, -2.816], [-3.911, 1.308, -4.131], [-3.477, 0.201, -4.750], [-3.582, -0.906, -3.900], [-4.189, -1.255, -1.902], [-4.483, 1.530, -1.935], [-4.049, 2.283, -4.477], [-2.962, 0.280, -5.609], [-3.273, -1.896, -4.238], [2.479, -4.381, 1.620], [3.809, -4.112, 1.943], [4.571, -4.203, 0.797], [3.662, -4.363, -0.229], [2.391, -4.468, 0.268], [1.636, -4.525, 2.295], [4.281, -3.923, 2.932], [5.624, -4.150, 0.735], [3.923, -4.427, -1.192], [1.522, -4.614, -0.324], [4.577, 3.265, 0.748], [3.230, 3.582, 0.478], [3.093, 3.832, -0.874], [4.391, 3.776, -1.343], [5.316, 3.485, -0.394], [4.948, 3.041, 1.728], [2.454, 3.546, 1.250], [2.216, 4.093, -1.471], [4.602, 4.040, -2.310], [6.373, 3.596, -0.615], [0.257, 6.489, -2.205], [0.387, 5.388, -3.037], [0.081, 4.329, -2.231], [-0.245, 4.782, -1.024], [-0.193, 6.137, -0.983], [0.523, 7.456, -2.440], [0.623, 5.299, -4.085], [-0.087, 3.332, -2.554], [-0.740, 4.170, -0.417], [-0.255, 6.706, -0.079]]}


Record 4
{"formula": "C43H41N5SSc", "method": "ωB97M-V/def2-TZVPD", "total_charge": 1, "total_energy_ha": -3095.769699, "multiplicity": 1, "symbols": ["Sc", "C", "N", "C", "C", "C", "C", "C", "C", "C", "N", "C", "C", "C", "C", "C", "C", "N", "C", "C", "H", "H", "H", "H", "H", "H", "H", "H", "H", "H", "H", "H", "H", "H", "H", "H", "H", "H", "H", "H", "C", "C", "C", "C", "C", "C", "C", "C", "C", "C", "C", "C", "C", "C", "C", "N", "H", "H", "H", "H", "H", "H", "H", "H", "H", "H", "N", "S", "C", "C", "C", "C", "C", "C", "C", "C", "C", "C", "C", "C", "H", "H", "H", "H", "H", "H", "H", "H", "H", "H", "H"], "coordinates": [[0.912, 0.564, -0.661], [2.732, -0.517, 2.100], [2.649, 0.684, 1.257], [3.989, 0.886, 0.666], [2.297, 1.866, 2.044], [3.059, 2.254, 3.136], [2.763, 3.416, 3.830], [1.700, 4.200, 3.398], [0.935, 3.821, 2.309], [1.207, 2.634, 1.620], [0.499, 2.177, 0.521], [-0.775, 2.661, 0.204], [-1.778, 2.937, 1.137], [-3.048, 3.297, 0.715], [-3.349, 3.367, -0.640], [-2.369, 3.076, -1.579], [-1.095, 2.721, -1.161], [-0.028, 2.349, -2.065], [-0.463, 1.976, -3.414], [0.961, 3.443, -2.178], [3.535, -0.430, 2.840], [2.949, -1.380, 1.469], [1.801, -0.681, 2.634], [4.756, 0.881, 1.448], [4.017, 1.849, 0.167], [4.202, 0.100, -0.056], [3.903, 1.651, 3.446], [3.359, 3.710, 4.680], [1.464, 5.122, 3.911], [0.118, 4.450, 1.985], [-1.557, 2.841, 2.192], [-3.812, 3.512, 1.450], [-4.340, 3.649, -0.967], [-2.605, 3.114, -2.633], [-0.796, 2.852, -3.982], [-1.274, 1.255, -3.371], [0.385, 1.529, -3.932], [0.489, 4.321, -2.631], [1.787, 3.110, -2.802], [1.335, 3.702, -1.191], [4.422, 0.918, -3.644], [4.126, -0.130, -4.505], [3.013, -0.913, -4.258], [2.208, -0.652, -3.147], [2.496, 0.375, -2.228], [3.622, 1.148, -2.532], [0.919, -1.384, -3.013], [0.669, -2.617, -3.674], [-0.568, -3.170, -3.621], [-1.625, -2.486, -2.968], [-2.964, -2.941, -2.983], [-3.956, -2.186, -2.426], [-3.640, -0.953, -1.813], [-2.346, -0.522, -1.733], [-1.309, -1.284, -2.315], [-0.024, -0.800, -2.290], [5.270, 1.559, -3.844], [4.741, -0.319, -5.373], [2.761, -1.696, -4.960], [3.889, 1.987, -1.900], [1.472, -3.113, -4.197], [-0.768, -4.119, -4.103], [-3.191, -3.881, -3.468], [-4.984, -2.517, -2.468], [-4.435, -0.341, -1.406], [-2.113, 0.421, -1.247], [-0.147, -0.801, 0.802], [-1.323, -1.881, 0.924], [-2.314, -1.309, 2.275], [-3.290, -0.372, 1.965], [-4.011, 0.214, 2.993], [-3.748, -0.138, 4.310], [-2.770, -1.076, 4.607], [-2.043, -1.670, 3.587], [-0.714, -3.417, 1.578], [-1.638, -4.436, 1.781], [-1.186, -5.667, 2.221], [0.172, -5.876, 2.439], [1.080, -4.853, 2.218], [0.638, -3.608, 1.786], [0.109, -0.464, 1.729], [-3.472, -0.095, 0.937], [-4.776, 0.943, 2.766], [-4.311, 0.322, 5.111], [-2.571, -1.347, 5.634], [-1.287, -2.412, 3.813], [-2.693, -4.271, 1.603], [-1.892, -6.468, 2.388], [0.519, -6.841, 2.778], [2.136, -5.022, 2.379], [1.329, -2.801, 1.595]]}